Formula: C23H50N2O2P2Ti
Source: OMol25
Level of theory: ωB97M-V with the def2-TZVPD basis set

Last column: Mulliken charge in e.
Atoms and positions in Å:
C (-1.134, 0.792, 5.170)  -0.663
H (-1.548, 4.208, -2.992)  0.342
H (-1.483, 0.332, -3.246)  0.096
N (-0.122, -0.085, 4.586)  0.353
H (-1.101, 3.149, 1.223)  0.130
C (1.134, 1.280, -3.770)  -1.513
H (0.473, -1.259, -5.485)  0.038
C (1.538, -3.326, -1.869)  -1.802
C (0.382, 1.159, 1.742)  0.168
Ti (-0.073, 0.036, 0.070)  -1.242
H (0.983, 1.195, -4.855)  0.514
H (1.003, -1.684, 5.417)  0.381
H (1.215, 5.197, -1.715)  0.392
O (-3.160, 0.320, -0.238)  -0.115
C (1.728, 3.124, -1.246)  0.286
H (2.462, -1.476, 2.126)  0.262
H (2.263, -3.074, 0.378)  0.640
P (0.016, -2.399, 0.395)  0.825
H (-2.722, -3.727, 2.643)  0.559
H (-0.143, -0.856, -1.970)  -0.366
H (2.421, 2.366, -1.646)  0.549
C (-1.496, -3.346, 0.929)  0.355
C (-1.987, 0.207, -0.125)  0.838
C (-1.392, 1.373, -3.588)  -1.518
H (2.875, -3.049, 2.832)  0.556
C (-1.959, -2.990, 2.340)  -1.556
H (1.245, 0.261, -3.372)  0.159
C (2.054, -2.462, 2.395)  -1.242
H (-2.443, -1.999, 2.368)  0.323
H (3.222, 3.961, 0.048)  0.492
C (1.325, -4.687, 1.431)  -1.693
C (2.230, 3.494, 0.143)  -1.267
H (-1.612, -1.899, -2.222)  0.320
H (2.237, -2.486, -1.756)  0.412
C (1.508, -3.191, 1.168)  0.727
H (-2.995, -2.196, -0.185)  0.165
H (1.944, -0.202, 5.108)  0.340
H (1.463, 4.195, -3.172)  0.350
H (-2.131, 0.388, 4.968)  0.349
C (-2.676, -3.238, -0.043)  -1.297
H (-2.267, 1.930, -3.230)  0.327
H (1.570, 4.214, 0.636)  0.231
H (-0.535, 4.706, 0.592)  0.341
H (-1.430, 1.362, -4.687)  0.562
H (2.274, -5.087, 1.815)  0.482
C (-1.487, 4.528, -1.947)  -1.532
H (-2.429, 5.044, -1.713)  0.492
H (-0.059, 3.033, -3.556)  0.655
H (-0.481, -3.885, -1.408)  0.646
P (0.099, 2.191, -1.306)  1.838
H (0.557, -4.890, 2.189)  0.410
C (-1.318, 3.374, -0.957)  0.607
C (0.970, -0.584, 5.444)  -0.594
C (1.789, 4.364, -2.140)  -1.631
H (2.333, 2.625, 0.794)  0.183
H (2.836, 4.699, -2.188)  0.494
C (-0.238, -0.521, 3.377)  -0.255
C (0.126, -2.968, -1.374)  0.138
H (0.484, -1.930, -5.147)  0.040
C (-0.511, -1.888, -2.250)  -0.108
H (-3.530, -3.795, 0.369)  0.494
H (-1.120, -4.381, 0.922)  0.669
O (0.862, 2.027, 2.443)  -0.349
H (-0.685, 5.267, -1.849)  0.269
H (-0.969, 0.845, 6.251)  0.356
H (-0.224, -2.053, -3.299)  -0.117
H (2.077, 1.817, -3.609)  0.318
H (0.794, -0.242, 6.469)  0.304
H (-1.055, 1.800, 4.749)  0.320
H (1.956, -4.197, -1.353)  0.399
H (1.080, -5.254, 0.523)  0.389
N (-0.333, -0.010, 2.202)  0.300
H (1.284, -2.305, 3.165)  -0.010
H (-2.466, -3.674, -1.025)  0.345
H (-2.195, 2.712, -1.047)  0.293
C (-0.067, 2.007, -3.160)  0.240
H (-1.164, -2.991, 3.098)  0.264
H (-2.276, 4.363, 0.687)  0.466
C (-1.293, 3.921, 0.470)  -1.398
H (1.497, -3.578, -2.937)  0.479

Computed properties:
Spin multiplicity: 1
Net charge: +4
HOMO energy: -21.482 eV
ΔE to the lowest compared entry with this formula, charge and spin: 78.1 kcal per mole
Orbital gap: 4.94 eV
LUMO energy: -16.543 eV

---

Formula: C23H50N4OP3Pb
Source: OMol25
Level of theory: ωB97M-V with the def2-TZVPD basis set

Last column: Mulliken charge in e.
Atoms and positions in Å:
H (1.496, -3.601, -3.724)  0.323
P (-2.835, -0.919, 1.254)  1.318
H (1.347, 3.988, 3.699)  0.334
H (-1.942, -3.100, -1.076)  -0.117
H (-5.294, -4.229, 1.721)  0.295
H (-6.614, -2.320, 2.239)  0.335
C (-4.499, -3.594, 1.307)  -0.922
H (-4.417, 0.578, 2.355)  0.448
H (3.119, 1.147, 2.023)  0.478
H (0.549, -3.300, -1.450)  0.257
H (-3.567, -2.367, 4.309)  0.386
H (-0.148, -3.764, -4.405)  0.259
H (-2.048, 2.216, 3.231)  0.209
C (0.460, -3.880, -3.499)  -1.496
H (-3.974, -4.118, 0.492)  0.378
H (0.457, -4.948, -3.230)  0.466
C (2.379, 1.811, 1.537)  -0.850
H (3.249, 0.540, -2.263)  0.464
N (1.941, 0.486, -0.605)  0.110
P (0.729, 1.388, 2.208)  0.531
C (-2.579, -0.279, -3.157)  -1.169
C (-1.171, -1.247, -5.042)  -1.590
H (-5.047, -3.296, 3.853)  0.283
H (-0.697, 0.476, -3.875)  0.439
H (2.945, 1.157, 4.390)  0.327
H (-1.444, -4.686, -1.684)  0.546
H (2.292, -1.606, -2.652)  0.469
N (-3.556, -3.328, 2.418)  0.128
C (-1.162, -0.513, -3.701)  0.373
C (-4.268, -2.608, 3.497)  -0.885
H (-3.730, -2.069, -0.754)  0.238
H (-2.154, 3.777, 2.376)  0.522
H (1.579, 1.899, 5.269)  0.263
C (2.154, 0.487, -2.039)  -1.060
H (-0.854, 0.929, 4.905)  0.230
H (-1.971, 2.279, 1.437)  0.002
H (-3.286, -0.131, 3.546)  0.317
O (-0.963, 2.509, -1.302)  -0.230
C (-0.373, 0.055, 4.439)  -1.254
H (-1.635, -2.241, -4.979)  0.251
H (-0.235, 4.777, 3.614)  0.482
H (-0.166, -1.347, -5.473)  0.326
H (-2.223, -3.530, -2.791)  0.229
H (2.057, 0.225, 5.607)  0.462
H (-1.852, -3.216, 1.198)  0.490
H (-1.078, -0.400, 3.728)  -0.075
C (2.499, 1.680, -0.004)  -1.052
H (-3.128, 0.337, -3.883)  0.507
C (-5.812, -1.653, 1.885)  -0.889
H (-0.188, -0.692, 5.228)  0.547
Pb (0.060, -0.563, 0.336)  0.990
H (-2.563, 0.265, -2.201)  0.089
H (2.065, 2.587, -0.494)  0.314
C (-0.154, 2.994, 2.438)  0.350
C (0.966, 0.414, 3.782)  0.638
N (-5.128, -2.365, 0.790)  0.138
C (1.628, -0.740, -2.829)  -0.904
C (-1.519, -3.620, -1.948)  -1.268
H (1.654, -0.485, -3.902)  0.330
C (1.949, 0.974, 4.809)  -1.495
N (-4.907, -1.360, 3.017)  0.139
H (-4.675, -0.616, -0.316)  0.483
C (-4.169, -1.511, 0.092)  -1.122
H (-3.128, -1.226, -3.031)  0.230
H (-0.042, 3.323, 4.610)  0.248
H (-1.671, -2.471, 2.806)  0.461
H (1.737, 1.425, -2.481)  0.318
H (0.152, 3.576, 1.548)  0.471
C (-0.119, -3.109, -2.313)  0.603
H (2.611, 2.857, 1.804)  0.324
C (-0.979, 1.520, -0.724)  0.014
H (-1.769, -0.647, -5.745)  0.479
C (-3.911, -0.350, 2.669)  -1.109
H (1.999, -2.725, 1.433)  0.000
C (-1.674, 2.787, 2.366)  -1.049
C (-2.372, -2.623, 1.969)  -1.152
H (3.593, 1.743, -0.227)  0.458
H (-6.234, -0.713, 1.510)  0.380
P (-0.077, -1.245, -2.393)  0.572
C (0.266, 3.799, 3.669)  -1.592
H (1.408, -0.522, 3.386)  0.232
H (2.457, -2.220, 1.093)  0.001

Computed properties:
Spin multiplicity: 1
Net charge: +1
HOMO energy: -9.942 eV
ΔE to the lowest compared entry with this formula, charge and spin: 0.0 kcal per mole
Orbital gap: 7.49 eV
LUMO energy: -2.453 eV

---

Formula: C23H50NO6P2RhSi
Source: OMol25
Level of theory: ωB97M-V with the def2-TZVPD basis set

Last column: Mulliken charge in e.
Atoms and positions in Å:
H (3.417, -3.644, -0.883)  0.439
H (-3.454, -2.211, 1.165)  0.300
N (0.367, -1.719, -3.356)  0.032
H (-3.379, 1.385, 2.421)  0.077
H (-1.746, 0.533, 4.028)  0.216
C (-0.810, -1.974, -3.958)  0.469
C (1.124, 3.758, 2.078)  -1.665
C (3.951, -0.689, -0.944)  -1.310
O (2.798, 2.920, -4.478)  -0.618
C (2.799, -1.926, -3.173)  -0.831
C (-3.092, -2.062, 2.190)  -1.567
P (2.419, -1.503, -1.429)  0.980
H (1.137, 4.851, 1.946)  0.483
H (4.810, -1.358, -1.113)  0.420
H (-2.599, -2.096, -2.749)  0.428
H (-0.147, 3.096, -0.164)  0.217
H (-2.682, 1.428, -3.982)  0.435
H (1.563, 3.525, 3.055)  0.404
H (-0.799, 4.675, 0.377)  0.519
H (-1.562, 2.369, -2.928)  0.050
H (-2.297, -2.801, 2.363)  0.315
H (2.064, -0.003, 4.950)  0.357
C (-1.690, 1.440, -3.504)  -1.095
Si (-0.089, 0.446, 1.532)  -0.496
H (-1.158, 5.069, 2.894)  0.438
H (3.554, -0.324, 3.042)  0.378
C (1.487, -3.012, -5.010)  -0.807
O (0.925, -0.264, 2.569)  0.675
H (3.878, -0.422, 0.118)  0.310
H (-0.904, 1.365, -4.270)  0.413
H (2.148, 3.439, -3.942)  0.315
H (3.640, -2.067, 3.389)  0.476
H (2.421, -3.438, -5.353)  0.507
C (3.090, -1.296, 2.832)  -1.366
H (3.319, -1.061, -3.629)  0.433
H (-2.811, 1.164, -0.688)  0.128
H (-1.840, -2.896, -5.580)  0.510
C (-2.059, -1.374, -3.384)  -1.083
H (-0.791, 3.751, 4.032)  0.406
C (-3.723, 0.362, 2.221)  -1.302
C (1.635, -1.307, 3.271)  1.714
H (-1.361, -1.191, 4.124)  0.133
O (-0.435, 1.868, 2.263)  -0.081
H (-0.014, -2.714, 3.434)  0.293
H (2.845, 3.419, -5.325)  0.314
H (3.465, -2.802, -3.232)  0.571
H (-2.737, -1.068, -4.194)  0.561
H (0.255, -3.896, -6.547)  0.444
H (-1.817, 3.208, 0.404)  0.460
H (3.195, -1.490, 1.760)  -0.083
H (1.596, -3.465, 3.475)  0.507
H (-3.895, 0.338, -1.871)  0.657
H (0.588, -0.962, 5.162)  0.337
O (0.508, 0.633, 0.058)  -1.060
C (-0.319, 3.278, 1.979)  1.662
H (0.901, -2.872, 1.940)  0.230
H (-3.002, -0.637, 4.530)  0.642
H (1.761, 3.309, 1.304)  0.291
H (-4.144, 0.337, 1.211)  0.277
H (-1.018, 4.284, -2.013)  0.270
H (-4.521, 0.113, 2.935)  0.516
H (-1.068, 5.799, -2.240)  0.317
P (-1.554, 0.051, -2.347)  1.061
H (-2.214, 3.634, 2.986)  0.300
C (-0.877, -2.751, -5.109)  -0.812
C (-2.143, -0.473, 3.861)  -1.328
H (-3.044, -0.623, -0.600)  -0.066
C (-2.978, 0.245, -1.268)  -0.737
H (4.060, 0.217, -1.556)  0.466
C (-1.172, 3.978, 3.030)  -1.627
O (-0.514, 5.014, -2.415)  -0.599
H (2.444, -2.977, 0.474)  0.174
C (2.482, -3.127, -0.613)  -1.173
O (-1.515, -0.402, 1.484)  0.523
C (1.609, -0.982, 4.760)  -1.612
C (0.997, -2.666, 3.012)  -1.280
H (-3.920, -2.267, 2.882)  0.418
C (-2.595, -0.640, 2.422)  1.163
C (0.286, -3.283, -5.653)  -0.573
H (1.626, -3.737, -0.934)  0.347
C (-0.801, 3.589, 0.568)  -1.462
Rh (0.443, -0.452, -1.532)  -0.064
H (2.183, -1.743, 5.305)  0.458
C (1.503, -2.220, -3.870)  0.469

Computed properties:
Spin multiplicity: 5
Net charge: +2
HOMO energy (spin up / spin down): -11.619 / -14.828 eV
Expectation value of S²: 6.020
Orbital gap (spin up / spin down): 6.69 / 4.28 eV
LUMO energy (spin up / spin down): -4.931 / -10.547 eV

---

Summary of calculated total energy in hartree
-2696.69932; -2417.25208; -2494.87182
(order as listed above)